Entry 1:
This record from the Open Molecules 2025 dataset describes an isolated molecule of C4H8S2 in a non-equilibrium geometry. The level of theory is the ωB97M-V functional and the def2-TZVPD basis.

Geometry (Å):
C: -0.683 3.452 -0.380
C: -1.013 2.207 -0.559
S: 0.175 0.938 -0.140
C: -0.803 -0.531 0.305
C: -0.314 -1.790 -0.300
S: 1.249 -2.331 0.484
H: -1.323 4.337 -0.720
H: 0.183 3.773 0.096
H: -2.032 1.990 -0.994
H: -1.845 -0.450 0.135
H: -0.824 -0.680 1.437
H: 0.211 -1.571 -1.213
H: -1.109 -2.493 -0.410
H: 0.836 -2.633 1.763

Energy relative to the best compared isomer or geometry (same formula, charge and spin) in kcal/mol: 41.11
SMILES: C=CSCCS
LUMO energy in eV: 0.85

Entry 2:
This record from the Open Molecules 2025 dataset describes a cluster of 2 separate species, C2H7NO2 in total. The level of theory is the ωB97M-V functional and the def2-TZVPD basis.

Geometry (Å):
N: -1.459 0.051 -1.337
C: -1.913 0.897 -0.381
O: -2.444 0.543 0.649
H: -1.456 -0.934 -1.141
H: -1.310 0.422 -2.257
H: -1.748 1.966 -0.580
C: 1.744 -0.468 1.219
O: 1.533 0.049 -0.098
H: 0.809 -0.869 1.617
H: 2.421 -1.324 1.186
H: 2.122 0.332 1.841
H: 1.701 -0.664 -0.718

Energy relative to the best compared isomer or geometry (same formula, charge and spin) in kcal/mol: 31.27
SMILES: NC=O.CO
LUMO energy in eV: 0.74

Entry 3:
This record from the Open Molecules 2025 dataset describes a cluster of 2 separate species, CH3F2N3 in total in a non-equilibrium geometry. The level of theory is the ωB97M-V functional and the def2-TZVPD basis.

Geometry (Å):
C: -0.504 -0.467 0.067
N: -0.732 -1.664 0.010
N: -0.893 0.764 0.045
N: 1.618 0.013 0.176
F: -2.268 1.072 0.165
F: 1.573 1.420 0.032
H: -0.189 -2.457 -0.177
H: -0.246 1.567 0.451
H: 1.640 -0.249 -0.768

Energy relative to the best compared isomer or geometry (same formula, charge and spin) in kcal/mol: 35.55
2S+1: 3
LUMO energy (spin up / spin down) in eV: 0.85 / -2.21

Entry 4:
This record from the Open Molecules 2025 dataset describes an isolated molecule of C2H3N3O2 in a non-equilibrium geometry. The level of theory is the ωB97M-V functional and the def2-TZVPD basis.

Geometry (Å):
N: -0.436 -0.844 -2.534
C: 0.095 -0.435 -1.615
C: 0.517 0.269 -0.020
N: -0.337 1.334 0.184
N: 0.155 -0.901 0.814
O: -0.946 -0.886 1.312
O: 0.916 -1.842 0.729
H: 1.633 0.538 -0.218
H: -1.314 1.144 0.136
H: -0.282 1.624 1.211

Energy relative to the best compared isomer or geometry (same formula, charge and spin) in kcal/mol: 127.81
SMILES: N#C[C@@H](N)[N+](=O)[O-]
LUMO energy in eV: -1.00

Entry 5:
This record from the Open Molecules 2025 dataset describes a cluster of 3 separate species, C21H29ClF2N2O2P2Si in total in a non-equilibrium geometry. The level of theory is the ωB97M-V functional and the def2-TZVPD basis.

Geometry (Å):
C: -1.421 2.563 2.750
Si: 0.002 1.458 2.211
C: 1.247 2.547 1.312
C: 0.720 0.625 3.749
C: 2.264 0.647 3.854
C: 2.850 -0.744 3.784
F: 2.262 -1.411 2.760
F: 2.528 -1.435 4.915
P: 4.737 -0.823 3.576
Cl: 5.063 0.349 5.390
P: 4.874 -2.053 1.713
O: 4.093 -1.243 0.507
O: 4.116 -3.483 1.961
C: -0.560 0.120 1.010
C: -0.448 0.257 -0.379
C: -0.864 -0.778 -1.214
C: -1.384 -1.960 -0.707
C: -1.523 -2.101 0.669
C: -1.114 -1.063 1.513
H: -2.261 1.999 3.156
H: -1.780 3.191 1.937
H: -1.077 3.231 3.541
H: 1.870 1.904 0.689
H: 1.915 3.036 2.020
H: 0.778 3.290 0.678
H: 0.319 1.154 4.612
H: 0.371 -0.396 3.865
H: 2.744 1.233 3.068
H: 2.537 1.119 4.788
H: 5.486 0.136 2.868
H: 5.401 -1.884 4.207
H: 4.682 -1.280 -0.251
H: 3.215 -3.512 1.610
H: -0.040 1.162 -0.803
H: -0.745 -0.643 -2.278
H: -1.678 -2.776 -1.349
H: -1.921 -3.005 1.104
H: -1.249 -1.220 2.575
C: 1.041 -1.130 -6.992
C: -0.241 -0.966 -6.494
C: -0.390 -0.628 -5.158
N: 0.632 -0.454 -4.321
C: 1.858 -0.618 -4.816
C: 2.116 -0.953 -6.136
H: 1.201 -1.393 -8.030
H: -1.108 -1.096 -7.126
H: -1.377 -0.487 -4.728
H: 2.670 -0.473 -4.112
H: 3.134 -1.071 -6.482
C: -5.707 1.864 -0.515
C: -5.961 1.428 -1.805
C: -5.163 0.420 -2.326
N: -4.162 -0.152 -1.659
C: -3.928 0.279 -0.419
C: -4.671 1.278 0.194
H: -6.308 2.647 -0.069
H: -6.759 1.856 -2.395
H: -5.331 0.048 -3.331
H: -3.114 -0.196 0.102
H: -4.439 1.588 1.205

SMILES: C[Si](C)(CCC(F)(F)[PH2](Cl)P(O)O)c1ccccc1.c1ccncc1.c1ccncc1
LUMO energy in eV: 0.36

Entry 6:
This record from the Open Molecules 2025 dataset describes a structure of composition C55H65Ge2N5O5SScSe in a non-equilibrium geometry. The level of theory is the ωB97M-V functional and the def2-TZVPD basis.

Geometry (Å):
Sc: -1.477 0.652 -1.065
C: -1.462 5.953 3.993
C: -1.166 4.880 2.987
C: 0.104 4.703 2.486
C: 0.402 3.817 1.421
C: 1.741 3.898 0.986
N: 2.294 3.684 -0.215
C: 1.581 3.639 -1.463
C: 1.033 5.020 -1.845
C: 0.272 4.945 -3.164
N: -0.985 4.274 -2.981
C: -2.067 4.518 -3.693
C: -3.219 3.724 -3.695
C: -4.285 4.056 -4.563
C: -5.371 3.228 -4.749
C: -6.532 3.609 -5.618
C: -5.363 2.001 -4.096
C: -4.360 1.632 -3.195
C: -4.499 0.388 -2.514
N: -3.656 -0.142 -1.701
C: -4.199 -1.231 -0.914
C: -4.900 -0.600 0.296
C: -3.916 -0.091 1.349
N: -2.909 0.858 0.894
C: -2.902 1.972 1.537
C: -1.893 2.986 1.625
C: -2.153 4.009 2.552
C: -0.630 2.905 0.952
O: -0.402 2.017 0.052
C: -3.296 2.536 -2.869
O: -2.492 2.344 -1.896
H: -0.734 6.759 3.924
H: -1.422 5.549 5.004
H: -2.455 6.370 3.834
H: 0.905 5.328 2.857
H: 2.439 4.284 1.722
H: 3.292 3.824 -0.276
H: 0.771 2.903 -1.386
H: 2.253 3.300 -2.251
H: 1.862 5.722 -1.955
H: 0.376 5.391 -1.056
H: 0.875 4.382 -3.890
H: 0.081 5.947 -3.561
H: -0.993 3.392 -2.462
H: -2.031 5.380 -4.350
H: -4.221 4.992 -5.096
H: -6.411 4.608 -6.023
H: -7.450 3.583 -5.034
H: -6.649 2.913 -6.446
H: -6.176 1.310 -4.271
H: -5.458 -0.128 -2.688
H: -3.390 -1.885 -0.579
H: -4.931 -1.809 -1.503
H: -5.541 -1.346 0.771
H: -5.533 0.221 -0.057
H: -3.378 -0.959 1.738
H: -4.505 0.336 2.179
H: -3.724 2.154 2.248
H: -3.144 4.079 2.981
O: -0.997 0.598 -2.981
N: -0.535 -0.027 -4.056
C: -1.148 -1.134 -4.492
C: -0.731 -1.803 -5.614
C: 0.374 -1.315 -6.321
C: 0.984 -0.175 -5.880
C: 0.542 0.497 -4.724
S: 1.256 1.896 -4.173
H: -1.995 -1.456 -3.898
H: -1.247 -2.691 -5.936
H: 0.736 -1.829 -7.199
H: 1.826 0.263 -6.395
C: 2.576 1.965 4.144
Ge: 2.427 0.123 4.860
C: 2.837 0.087 6.804
C: 3.730 -1.073 3.946
C: 0.507 -0.450 4.743
Se: -0.428 -0.004 3.047
C: -1.121 -1.797 2.711
H: 3.618 2.234 4.002
H: 2.117 2.687 4.813
H: 2.066 2.028 3.186
H: 3.864 0.384 6.991
H: 2.699 -0.916 7.198
H: 2.181 0.758 7.350
H: 4.732 -0.680 4.108
H: 3.556 -1.124 2.875
H: 3.695 -2.077 4.362
H: -0.042 0.026 5.555
H: 0.418 -1.528 4.865
H: -0.357 -2.531 2.954
H: -1.349 -1.836 1.649
H: -2.010 -1.962 3.316
O: 0.431 -1.462 -1.893
C: -0.385 -1.950 -1.120
O: -1.186 -1.233 -0.422
C: -0.553 -3.468 -0.992
C: 0.718 -4.243 -1.314
Ge: 2.081 -3.904 0.121
C: 2.589 -2.021 -0.115
C: 3.338 -1.755 -1.255
C: 3.556 -0.459 -1.669
C: 3.031 0.590 -0.935
C: 2.292 0.338 0.206
C: 2.071 -0.966 0.610
C: 3.819 -4.884 0.175
C: 3.936 -6.255 0.001
C: 5.116 -6.911 0.307
C: 6.198 -6.200 0.797
C: 6.100 -4.830 0.968
C: 4.918 -4.183 0.660
C: 1.273 -4.626 1.803
C: 0.561 -5.817 1.716
C: 0.106 -6.470 2.847
C: 0.366 -5.935 4.097
C: 1.084 -4.757 4.202
C: 1.532 -4.108 3.064
H: -1.351 -3.738 -1.693
H: -0.907 -3.699 0.016
H: 1.110 -3.897 -2.268
H: 0.489 -5.305 -1.411
H: 3.743 -2.582 -1.826
H: 4.103 -0.262 -2.580
H: 3.189 1.600 -1.271
H: 1.862 1.148 0.777
H: 1.466 -1.159 1.485
H: 3.090 -6.818 -0.370
H: 5.187 -7.982 0.179
H: 7.117 -6.713 1.046
H: 6.941 -4.269 1.355
H: 4.838 -3.112 0.804
H: 0.376 -6.248 0.742
H: -0.445 -7.395 2.758
H: 0.015 -6.439 4.986
H: 1.307 -4.350 5.178
H: 2.098 -3.192 3.152

2S+1: 2
LUMO energy (spin up / spin down) in eV: -0.95 / -0.95

Entry 7:
This record from the Open Molecules 2025 dataset describes a structure of composition C3H5N3. The level of theory is the ωB97M-V functional and the def2-TZVPD basis.

Geometry (Å):
C: 0.984 1.100 0.781
C: 0.001 0.158 0.168
N: -1.152 -0.164 0.773
N: -1.858 -0.902 -0.050
N: -1.106 -1.155 -1.230
C: 0.056 -0.513 -1.048
H: 1.999 0.902 0.424
H: 0.730 2.134 0.524
H: 0.966 1.010 1.869
H: -1.461 -2.021 -0.423
H: 0.841 -0.550 -1.789

Energy relative to the best compared isomer or geometry (same formula, charge and spin) in kcal/mol: 70.62
LUMO energy in eV: 0.96

Entry 8:
This record from the Open Molecules 2025 dataset describes a cluster of 2 separate species, C4H14NOS in total in a non-equilibrium geometry. The level of theory is the ωB97M-V functional and the def2-TZVPD basis.

Geometry (Å):
C: 1.065 1.986 -0.062
C: 0.226 0.795 -0.436
C: 0.870 -0.567 -0.156
C: 0.323 -1.738 -0.910
S: -0.899 -1.655 -2.237
N: -1.159 0.896 0.176
H: 0.994 2.269 0.993
H: 0.994 2.901 -0.657
H: 2.098 1.743 -0.297
H: -0.042 0.779 -1.522
H: 1.956 -0.443 -0.148
H: 0.736 -0.748 0.930
H: -0.062 -2.522 -0.202
H: 1.188 -2.408 -1.196
H: -0.101 -0.977 -3.100
H: -1.062 0.727 1.204
H: -1.780 0.198 -0.270
H: -1.598 1.816 0.124
H: -1.618 -0.490 3.013
H: -0.829 -1.663 2.558
O: -1.300 -0.899 2.197

Energy relative to the best compared isomer or geometry (same formula, charge and spin) in kcal/mol: 20.66
Charge: +1
LUMO energy in eV: -3.13